# 1
ORCA calculation (ωB97M-V/def2-TZVPD) on a cluster of 19 separate species, H38O19 in total at a distorted geometry.

```
! RIJCOSX wB97M-V def2-TZVPD def2/J DEFGRID3
* xyz 1 2
O -1.50 -2.78 2.54
H -1.87 -2.28 1.80
H -1.25 -2.13 3.20
O -1.41 -0.74 0.22
H -1.11 -1.59 -0.14
H -2.25 -0.56 -0.24
O 3.50 -1.19 2.84
H 3.10 -0.82 3.66
H 3.53 -2.14 3.07
O -4.33 0.59 0.37
H -5.10 0.41 0.90
H -3.56 1.01 0.74
O 3.16 0.79 -2.51
H 3.00 0.03 -3.07
H 2.26 1.01 -2.21
O -3.05 -2.69 -1.50
H -2.28 -2.20 -1.79
H -2.81 -3.07 -0.65
O 0.75 0.10 1.72
H -0.18 0.29 1.58
H 1.18 -0.41 1.05
O 1.12 0.77 -0.79
H 0.30 1.22 -0.58
H 1.64 1.13 -0.05
O 2.57 2.72 3.38
H 1.71 2.42 3.65
H 3.16 1.97 3.24
O -1.01 3.42 -1.15
H -0.96 3.01 -2.01
H -0.35 4.11 -1.16
O 3.67 0.52 0.70
H 4.06 1.35 1.02
H 4.00 0.50 -0.21
O 1.32 -0.89 4.27
H 0.76 -0.56 4.98
H 1.15 -0.36 3.47
O -3.80 -0.57 -2.78
H -4.21 0.10 -2.23
H -4.15 -1.40 -2.41
O -3.55 3.64 1.13
H -2.78 3.06 1.19
H -3.34 4.17 0.36
O 0.65 -2.18 -1.09
H 0.66 -1.68 -1.94
H 1.08 -1.38 -0.73
O 4.03 -2.46 -0.69
H 3.21 -2.34 -0.19
H 4.18 -1.57 -1.05
O -1.30 -0.23 -4.30
H -2.23 -0.12 -4.17
H -0.95 0.20 -5.08
O 1.36 -1.53 -3.63
H 1.42 -2.49 -3.59
H 0.48 -1.43 -4.04
O -1.38 2.01 1.49
H -0.55 1.67 1.19
H -1.75 1.56 2.24
*
```

max |F|: 0.0502 hartree/bohr
relative energy (zero: lowest compared OMol25 entry of this formula, charge and spin): 10.17 kcal per mole
gap between HOMO and LUMO (alpha / beta): 0.3524 / 0.0721 hartree

Charges in e, computed with Mulliken, in the same order as the atoms: atom 1 (O): -0.613, atom 2 (H): 0.351, atom 3 (H): 0.287, atom 4 (O): -0.139, atom 5 (H): 0.147, atom 6 (H): 0.186, atom 7 (O): -0.274, atom 8 (H): 0.369, atom 9 (H): 0.392, atom 10 (O): -0.552, atom 11 (H): 0.260, atom 12 (H): 0.258, atom 13 (O): -0.627, atom 14 (H): 0.303, atom 15 (H): 0.332, atom 16 (O): -0.605, atom 17 (H): 0.289, atom 18 (H): 0.325, atom 19 (O): -0.235, atom 20 (H): -0.051, atom 21 (H): 0.208, atom 22 (O): -0.491, atom 23 (H): 0.154, atom 24 (H): 0.399, atom 25 (O): -0.592, atom 26 (H): 0.309, atom 27 (H): 0.288, atom 28 (O): -0.582, atom 29 (H): 0.294, atom 30 (H): 0.298, atom 31 (O): -0.476, atom 32 (H): 0.283, atom 33 (H): 0.251, atom 34 (O): -0.686, atom 35 (H): 0.327, atom 36 (H): 0.370, atom 37 (O): -0.629, atom 38 (H): 0.266, atom 39 (H): 0.345, atom 40 (O): -0.604, atom 41 (H): 0.394, atom 42 (H): 0.320, atom 43 (O): -0.756, atom 44 (H): 0.532, atom 45 (H): 0.208, atom 46 (O): -0.431, atom 47 (H): 0.334, atom 48 (H): 0.375, atom 49 (O): -0.583, atom 50 (H): 0.278, atom 51 (H): 0.284, atom 52 (O): -0.645, atom 53 (H): 0.318, atom 54 (H): 0.316, atom 55 (O): -0.669, atom 56 (H): 0.300, atom 57 (H): 0.292

# 2
ORCA calculation (ωB97M-V/def2-TZVPD) on a cluster of 20 separate species, H39O20 in total at a distorted geometry.

```
! RIJCOSX wB97M-V def2-TZVPD def2/J DEFGRID3
* xyz 0 2
O 2.91 -2.65 3.92
H -0.30 -3.75 1.30
O 2.63 -0.49 -4.35
H 3.40 -1.02 -4.16
H 2.77 0.41 -4.10
O -1.70 4.35 4.09
H -1.79 4.76 3.14
H -2.00 3.46 3.96
O -1.55 3.83 1.18
H -2.37 4.09 0.74
H -0.23 2.31 -1.61
O -0.65 2.30 -0.75
H 2.52 -3.31 4.45
H -0.16 1.50 -0.44
O -1.48 -1.84 -0.13
H 2.69 -2.76 2.99
H -0.96 3.40 0.50
O 1.22 1.65 -2.64
H 1.57 1.98 -3.48
H 1.90 1.18 -2.16
O -3.16 3.96 -1.39
H -0.61 -2.19 0.09
H 1.51 1.90 4.45
O -1.53 0.79 -4.16
H -1.68 -0.03 -3.65
H -1.06 1.32 -3.54
O 2.22 4.11 -2.99
H 1.44 3.99 -2.42
H 2.97 4.13 -2.37
O 0.90 -2.71 0.14
H -1.83 -5.05 -0.73
H 0.84 -2.01 0.79
O -0.63 -4.62 1.61
H 0.02 -5.26 1.30
H -1.81 -2.57 -0.61
O -1.87 -5.76 -1.44
H -0.97 -5.85 -1.69
H -2.54 4.06 -0.68
O 2.29 1.49 4.81
H -3.16 3.00 -1.50
H 2.69 0.67 4.55
O 3.10 0.93 -0.25
H 3.91 0.90 0.25
H 2.52 0.17 -0.35
O -1.98 -1.86 2.96
H -1.39 -2.57 2.86
H -2.27 -1.59 2.11
O 3.29 -3.39 -0.23
H 2.52 -2.89 -0.52
H 2.83 -4.20 -0.20
O -4.29 0.41 -1.26
H -3.41 -0.06 -1.24
H -4.53 0.25 -2.16
O -0.93 -3.11 -2.04
H -0.07 -2.69 -1.85
H -0.90 -3.92 -1.61
O 0.80 3.03 3.19
H -0.05 2.78 2.80
H 1.46 2.51 2.66
*
```

max |F|: 0.0705 hartree/bohr
relative energy (zero: lowest compared OMol25 entry of this formula, charge and spin): 41.00 kcal per mole
gap between HOMO and LUMO (alpha / beta): 0.3304 / 0.1702 hartree

Charges in e, computed with Mulliken, in the same order as the atoms: atom 1 (O): -0.595, atom 2 (H): 0.394, atom 3 (O): -0.582, atom 4 (H): 0.304, atom 5 (H): 0.258, atom 6 (O): -0.636, atom 7 (H): 0.337, atom 8 (H): 0.293, atom 9 (O): -0.557, atom 10 (H): 0.334, atom 11 (H): 0.303, atom 12 (O): -0.551, atom 13 (H): 0.308, atom 14 (H): 0.178, atom 15 (O): -0.352, atom 16 (H): 0.308, atom 17 (H): 0.476, atom 18 (O): -0.435, atom 19 (H): 0.328, atom 20 (H): 0.130, atom 21 (O): -0.620, atom 22 (H): 0.124, atom 23 (H): 0.417, atom 24 (O): -0.619, atom 25 (H): 0.297, atom 26 (H): 0.307, atom 27 (O): -0.648, atom 28 (H): 0.324, atom 29 (H): 0.317, atom 30 (O): -0.660, atom 31 (H): 0.378, atom 32 (H): 0.302, atom 33 (O): -0.630, atom 34 (H): 0.302, atom 35 (H): 0.441, atom 36 (O): -0.622, atom 37 (H): 0.313, atom 38 (H): 0.146, atom 39 (O): -0.652, atom 40 (H): 0.373, atom 41 (H): 0.285, atom 42 (O): -0.617, atom 43 (H): 0.286, atom 44 (H): 0.287, atom 45 (O): -0.609, atom 46 (H): 0.287, atom 47 (H): 0.346, atom 48 (O): -0.565, atom 49 (H): 0.367, atom 50 (H): 0.311, atom 51 (O): -0.609, atom 52 (H): 0.260, atom 53 (H): 0.320, atom 54 (O): -0.626, atom 55 (H): 0.307, atom 56 (H): 0.200, atom 57 (O): -0.660, atom 58 (H): 0.287, atom 59 (H): 0.308

# 3
ORCA calculation (ωB97M-V/def2-TZVPD) on a cluster of 2 separate species, H3INPS in total at a distorted geometry.

```
! RIJCOSX wB97M-V def2-TZVPD def2/J DEFGRID3
* xyz 0 1
N 1.06 -0.56 -1.86
P -0.16 -0.90 -0.70
S 0.58 1.01 -1.25
H 0.88 -0.62 -2.85
H 0.88 -1.35 0.37
I -2.34 1.00 2.89
H -0.91 1.42 3.40
*
```

max |F|: 0.0390 hartree/bohr
structure (SMILES): [nH]1[pH]s1.I
relative energy (zero: lowest compared OMol25 entry of this formula, charge and spin): 6.15 kcal per mole
gap between HOMO and LUMO: 0.3249 hartree

Charges in e, computed with Mulliken, in the same order as the atoms: atom 1 (N): -0.344, atom 2 (P): 0.104, atom 3 (S): -0.119, atom 4 (H): 0.275, atom 5 (H): 0.085, atom 6 (I): -0.104, atom 7 (H): 0.102

Copy entry 3 word for word.
ORCA calculation (ωB97M-V/def2-TZVPD) on a cluster of 2 separate species, H3INPS in total at a distorted geometry.

```
! RIJCOSX wB97M-V def2-TZVPD def2/J DEFGRID3
* xyz 0 1
N 1.06 -0.56 -1.86
P -0.16 -0.90 -0.70
S 0.58 1.01 -1.25
H 0.88 -0.62 -2.85
H 0.88 -1.35 0.37
I -2.34 1.00 2.89
H -0.91 1.42 3.40
*
```

max |F|: 0.0390 hartree/bohr
structure (SMILES): [nH]1[pH]s1.I
relative energy (zero: lowest compared OMol25 entry of this formula, charge and spin): 6.15 kcal per mole
gap between HOMO and LUMO: 0.3249 hartree

Charges in e, computed with Mulliken, in the same order as the atoms: atom 1 (N): -0.344, atom 2 (P): 0.104, atom 3 (S): -0.119, atom 4 (H): 0.275, atom 5 (H): 0.085, atom 6 (I): -0.104, atom 7 (H): 0.102

Which of these has the lowest relative energy (zero: lowest compared OMol25 entry of this formula, charge and spin)?
H3INPS

The highest relative energy (zero: lowest compared OMol25 entry of this formula, charge and spin) belongs to which entry?
H39O20